One molecule with the formula C22H23N5O6, computed with wB97M-V/def2-TZVPD.

Calculated values
E_HOMO = -8.31 eV
lowest unoccupied orbital energy = 0.0 eV
multiplicity = 1
gap between HOMO and LUMO = 0.3058 Ha
energy above the lowest of the compared OMol25 structures with the same formula, charge and spin = 4.7 kcal per mole
total charge = 0
SMILES = Cc1nn(-c2ccccc2)c(C)c1NC(=O)COC(=O)c1cc([N+](=O)[O-])ccc1NCCO

Cartesian coordinates (Å):
C1 -2.7691 -3.7333 1.5514
C2 -3.0182 -2.4551 0.8365
N1 -4.1147 -1.7480 1.0018
N2 -4.0066 -0.6634 0.2246
C3 -2.8465 -0.6605 -0.4844
C4 -2.1770 -1.8099 -0.0995
N3 -0.9265 -2.2830 -0.5318
C5 0.1666 -1.5241 -0.7091
O1 0.2081 -0.3170 -0.5482
C6 1.3963 -2.3191 -1.1664
H1 1.2323 -2.7204 -2.1715
H2 1.6161 -3.1387 -0.4705
O2 2.4980 -1.4366 -1.2111
C7 3.5030 -1.6342 -0.3184
O3 3.6055 -2.6511 0.3183
C8 4.4293 -0.4903 -0.2323
C9 5.7317 -0.7919 0.1343
C10 6.6712 0.2119 0.3082
C11 6.2951 1.5505 0.1529
C12 5.0064 1.8645 -0.1787
C13 4.0285 0.8679 -0.3992
N4 2.7771 1.1844 -0.7702
H3 2.1145 0.4165 -0.8288
C14 2.1331 2.4645 -0.6224
C15 1.7177 2.7229 0.8384
O4 1.1027 1.6126 1.4326
H4 0.5601 1.1465 0.7789
H5 1.0519 3.6000 0.8643
H6 2.5988 2.9389 1.4499
H7 1.2384 2.4345 -1.2502
H8 2.7720 3.2767 -0.9737
H9 4.7317 2.9011 -0.2846
H10 7.0370 2.3196 0.3044
N5 8.0150 -0.1135 0.6520
O5 8.3173 -1.2892 0.7290
O6 8.7901 0.8064 0.8436
H11 6.0154 -1.8231 0.2848
H12 -0.8324 -3.2881 -0.5700
C16 -2.4992 0.3297 -1.5336
H13 -1.8260 1.0927 -1.1441
H14 -3.3957 0.8062 -1.9241
H15 -1.9809 -0.1756 -2.3468
C17 -5.0437 0.2820 0.2268
C18 -4.7806 1.6460 0.1725
C19 -5.8328 2.5445 0.1795
C20 -7.1397 2.0937 0.2559
C21 -7.3969 0.7348 0.3404
C22 -6.3548 -0.1722 0.3256
H16 -6.5325 -1.2333 0.3988
H17 -8.4137 0.3802 0.4155
H18 -7.9553 2.8007 0.2616
H19 -5.6278 3.6037 0.1360
H20 -3.7637 2.0035 0.1538
H21 -1.8371 -3.6805 2.1127
H22 -3.5880 -3.9224 2.2382
H23 -2.7015 -4.5624 0.8463